No. 1
{"formula": "C23H26F3NO", "method": "the ωB97M-V functional and the def2-TZVPD basis", "homo_lumo_gap_ev": 7.16, "homo_ev": -7.251, "species": ["C", "C", "C", "O", "C", "C", "N", "H", "H", "H", "H", "H", "H", "H", "H", "H", "H", "H", "F", "C", "C", "C", "C", "C", "C", "H", "H", "H", "H", "H", "F", "C", "C", "C", "C", "C", "C", "H", "H", "H", "H", "H", "F", "C", "C", "C", "C", "C", "C", "H", "H", "H", "H", "H"], "xyz": [[-0.10083, 3.91585, 1.36930], [0.56471, 2.60358, 1.14446], [-0.23646, 1.18302, 0.78785], [0.76304, 0.32644, 0.11258], [0.28898, -1.06157, -0.02882], [1.66423, -2.01248, -0.01699], [1.70764, -2.99318, -1.17750], [-0.02485, 4.70066, 0.47300], [-0.61257, 4.17305, 2.40751], [1.74843, 2.58085, 1.17765], [-0.62112, 0.71413, 1.80204], [-1.18158, 1.36163, 0.12026], [-0.44180, -1.39886, 0.83258], [-0.17107, -1.20178, -1.09918], [2.59381, -1.28446, -0.15700], [1.77848, -2.50153, 1.04033], [1.58754, -2.38759, -2.04460], [2.72047, -3.31106, -1.24598], [-2.68886, 0.32666, -2.15504], [-2.88983, -0.46139, -3.21956], [-2.96280, 0.10611, -4.48694], [-3.16691, -0.71460, -5.59615], [-3.30683, -2.09396, -5.42414], [-3.23714, -2.65349, -4.14743], [-3.02188, -1.83382, -3.03980], [-2.86020, 1.18039, -4.60030], [-3.21770, -0.28158, -6.59208], [-3.47048, -2.73321, -6.28910], [-3.35043, -3.72685, -4.01559], [-2.95611, -2.25301, -2.04126], [4.25827, -2.24305, 0.95885], [5.40507, -1.57363, 1.13593], [5.37239, -0.28887, 1.66695], [6.56661, 0.40652, 1.85628], [7.78058, -0.18715, 1.50188], [7.80255, -1.47520, 0.96489], [6.60920, -2.17449, 0.78615], [4.41941, 0.15928, 1.92857], [6.55243, 1.40847, 2.27799], [8.71143, 0.35733, 1.64557], [8.74827, -1.93361, 0.68599], [6.60868, -3.17991, 0.37839], [-3.04088, 3.81548, 1.32435], [-3.75370, 2.85088, 1.92105], [-4.21134, 1.77401, 1.16965], [-4.94918, 0.76685, 1.79157], [-5.23073, 0.85348, 3.15723], [-4.77128, 1.94089, 3.90179], [-4.02403, 2.94209, 3.28190], [-3.99003, 1.72790, 0.10836], [-5.30488, -0.08313, 1.21455], [-5.81007, 0.06994, 3.64097], [-4.99515, 2.00821, 4.96370], [-3.65149, 3.78979, 3.84736]]}

***

No. 2
{"formula": "C23H26F3NO5", "method": "the ωB97M-V functional and the def2-TZVPD basis", "homo_lumo_gap_ev": 8.30, "de_lowest_ev": 0.105, "homo_ev": -7.905, "species": ["C", "C", "H", "H", "O", "C", "O", "C", "C", "N", "C", "C", "C", "O", "O", "C", "C", "H", "H", "H", "H", "H", "C", "C", "C", "C", "C", "C", "C", "C", "F", "F", "F", "H", "H", "H", "H", "H", "H", "C", "H", "H", "C", "H", "O", "C", "C", "H", "H", "C", "H", "H", "H", "H", "H", "H", "H", "H"], "xyz": [[4.54132, -3.15369, -0.10398], [3.28261, -3.13682, 0.75250], [2.93916, -4.15048, 0.96922], [3.46957, -2.59785, 1.68712], [2.19186, -2.51802, 0.07453], [2.14316, -1.17536, 0.11683], [2.97557, -0.49652, 0.67746], [0.97467, -0.63043, -0.58348], [0.13950, -1.43286, -1.26696], [-0.96484, -0.97188, -1.92819], [-1.30087, 0.33882, -1.78074], [-0.54521, 1.24211, -1.12532], [-1.07508, 2.60642, -1.05301], [-2.15819, 2.93449, -1.48898], [-0.23280, 3.46346, -0.45270], [-0.66749, 4.81384, -0.32458], [-0.37072, 5.61745, -1.58303], [-0.93519, 5.21267, -2.41935], [-0.65897, 6.65368, -1.43139], [0.69037, 5.57279, -1.81639], [-1.74272, 4.82293, -0.11752], [-0.11755, 5.20557, 0.53432], [0.81311, 0.88043, -0.54995], [1.07736, 1.46394, 0.82529], [2.02839, 2.47773, 0.91851], [2.34599, 3.08135, 2.11663], [1.71493, 2.67682, 3.28035], [0.77803, 1.66694, 3.22186], [0.45015, 1.06492, 2.00778], [-0.53293, -0.06624, 2.08947], [-1.42566, -0.13287, 1.08833], [0.06867, -1.27704, 2.12072], [-1.28211, -0.02344, 3.20756], [0.29133, 1.33550, 4.12633], [1.95570, 3.13392, 4.22762], [3.09154, 3.86180, 2.14574], [2.53271, 2.79428, 0.01884], [1.58623, 1.31735, -1.20185], [-2.23703, 0.65797, -2.21616], [-1.80632, -1.88568, -2.65954], [-1.17507, -2.52092, -3.28797], [-2.47739, -1.30884, -3.29846], [-2.65356, -2.81409, -1.76180], [-3.29358, -3.40472, -2.43553], [-1.82184, -3.72744, -1.06315], [-2.03220, -3.60113, 0.33510], [-3.42807, -3.00460, 0.49369], [-3.54725, -2.47899, 1.43719], [-4.18363, -3.78790, 0.42024], [-3.49921, -2.07423, -0.71592], [-4.51633, -1.90648, -1.06261], [-3.04699, -1.11411, -0.47062], [-1.92917, -4.59446, 0.77543], [-1.27006, -2.94137, 0.76661], [0.30071, -2.49884, -1.30646], [4.34458, -3.64729, -1.05279], [4.87040, -2.13542, -0.29510], [5.33041, -3.68716, 0.41826]]}

***

No. 3
{"formula": "C23H26F4N2O", "method": "the ωB97M-V functional and the def2-TZVPD basis", "homo_lumo_gap_ev": 8.75, "de_lowest_ev": 0.000, "homo_ev": -8.152, "species": ["C", "N", "C", "O", "C", "C", "C", "C", "C", "C", "H", "H", "F", "H", "H", "C", "H", "C", "C", "C", "N", "C", "H", "C", "C", "C", "C", "C", "C", "C", "H", "H", "H", "C", "F", "F", "F", "H", "H", "H", "H", "C", "C", "H", "H", "H", "H", "H", "H", "H", "H", "H", "H", "H", "H", "H"], "xyz": [[-3.55537, -1.89520, -2.20223], [-2.89680, -0.75010, -1.61280], [-3.64091, 0.11341, -0.88285], [-4.83076, -0.05034, -0.68125], [-2.95288, 1.33946, -0.35656], [-2.51843, 2.33366, -1.22767], [-1.98643, 3.51243, -0.73684], [-1.89551, 3.68178, 0.63350], [-2.33525, 2.71566, 1.52078], [-2.87712, 1.54685, 1.01565], [-3.24855, 0.78866, 1.68801], [-2.26201, 2.89026, 2.58285], [-1.36236, 4.82205, 1.11732], [-1.65467, 4.29789, -1.39784], [-2.60845, 2.18921, -2.29413], [-1.45683, -0.71466, -1.70968], [-1.17573, -0.89645, -2.75335], [-0.76212, -1.75445, -0.81374], [0.75459, -1.63779, -0.96346], [1.45991, -2.62221, -0.01919], [1.04648, -2.53728, 1.35907], [1.82829, -1.80804, 2.31297], [1.62888, -2.25536, 3.29468], [1.60849, -0.27939, 2.48151], [2.00180, 0.55560, 1.30308], [3.26816, 0.43733, 0.74056], [3.61324, 1.19248, -0.36912], [2.72047, 2.10080, -0.92297], [1.47075, 2.24204, -0.34785], [1.11675, 1.47658, 0.74959], [0.13562, 1.60323, 1.18517], [0.76732, 2.95072, -0.75679], [3.00460, 2.68356, -1.78491], [4.98674, 1.05008, -0.95804], [5.86654, 1.91601, -0.41636], [5.50866, -0.17397, -0.77130], [5.01193, 1.27310, -2.28170], [3.98915, -0.24671, 1.16128], [0.56458, -0.09064, 2.73542], [2.21673, 0.02293, 3.33847], [2.87858, -1.99287, 2.07863], [-0.38511, -2.58192, 1.52151], [-1.13656, -1.56233, 0.65496], [-0.87540, -0.54777, 0.95700], [-2.21120, -1.69445, 0.79411], [-0.62492, -2.43362, 2.57587], [-0.72084, -3.58876, 1.23752], [2.54008, -2.47986, -0.07711], [1.23455, -3.64195, -0.36178], [1.05130, -1.85834, -1.99057], [1.06146, -0.61713, -0.73717], [-1.06533, -2.75980, -1.12523], [-1.10167, 0.27788, -1.42776], [-3.23364, -2.00931, -3.23826], [-4.62905, -1.72030, -2.16659], [-3.33168, -2.81265, -1.65438]]}

***

No. 4
{"formula": "C23H26FN3O3S", "method": "the ωB97M-V functional and the def2-TZVPD basis", "homo_lumo_gap_ev": 8.77, "de_lowest_ev": 0.980, "homo_ev": -8.278, "species": ["C", "H", "H", "H", "O", "C", "C", "C", "C", "C", "C", "H", "H", "C", "H", "H", "S", "C", "N", "C", "C", "C", "C", "C", "C", "C", "O", "N", "C", "C", "C", "N", "C", "C", "O", "C", "C", "H", "H", "H", "H", "H", "H", "H", "H", "H", "H", "H", "H", "H", "H", "H", "H", "H", "H", "H", "F"], "xyz": [[-5.36166, 2.16020, 3.75690], [-6.02900, 2.53296, 2.97582], [-5.81342, 2.33673, 4.73180], [-5.20539, 1.08744, 3.61888], [-4.13920, 2.86726, 3.78035], [-3.31934, 2.84566, 2.70268], [-3.51598, 2.19120, 1.48687], [-2.58543, 2.25452, 0.46621], [-1.41724, 2.98010, 0.62059], [-1.20212, 3.64050, 1.82637], [-2.13214, 3.57394, 2.83858], [-1.97127, 4.08317, 3.77520], [-0.29184, 4.20315, 1.97103], [-0.39781, 3.02252, -0.46824], [-0.72003, 2.46984, -1.34768], [-0.12933, 4.04542, -0.73420], [1.18359, 2.28304, 0.08090], [0.70916, 0.59836, 0.22879], [-0.44698, 0.27730, -0.22899], [-0.85517, -1.02093, -0.10554], [-2.10153, -1.40503, -0.61327], [-2.51833, -2.70997, -0.49030], [-1.71314, -3.66095, 0.13650], [-0.48250, -3.30034, 0.63528], [-0.04036, -1.98084, 0.51831], [1.27604, -1.59702, 1.00647], [2.06543, -2.35072, 1.53996], [1.58875, -0.24298, 0.83062], [2.91053, 0.19240, 1.23355], [3.87032, 0.34115, 0.05025], [3.93494, -0.92077, -0.81150], [2.71082, -1.15339, -1.56407], [2.61948, -2.53077, -2.02316], [1.29402, -2.74770, -2.75270], [1.14355, -1.86123, -3.83641], [1.23238, -0.52965, -3.38994], [2.57126, -0.26263, -2.70409], [2.59685, 0.77413, -2.36533], [3.38804, -0.41649, -3.43310], [1.12164, 0.09940, -4.27518], [0.41558, -0.31704, -2.68369], [1.25071, -3.75470, -3.17117], [0.46285, -2.61306, -2.04547], [2.66431, -3.19319, -1.15624], [3.45137, -2.77937, -2.70669], [4.08262, -1.78080, -0.15394], [4.80700, -0.85291, -1.48626], [3.57979, 1.19990, -0.55455], [4.86473, 0.53954, 0.45243], [2.82397, 1.14420, 1.76595], [3.28328, -0.57707, 1.91467], [0.16573, -4.01517, 1.11930], [-2.05740, -4.68011, 0.22529], [-3.48061, -3.00273, -0.88382], [-2.71817, -0.66609, -1.09940], [-2.78927, 1.72234, -0.44807], [-4.63410, 1.45732, 1.24349]]}